(1)
The following is a DFT calculation (ωB97M-V/def2-TZVPD) of one molecule with the formula C3H7FS2 at a distorted geometry.

Results
* structure (SMILES): FC[C@@H](S)CS
* net charge: 0
* energy above the lowest of the compared OMol25 structures with the same formula, charge and spin: 0.549 eV
* HOMO: -0.3387 hartree
* HOMO-LUMO gap: 10.0 eV
* maximum force: 2.4 eV/A

Geometry as XYZ:
```
13
Properties=species:S:1:pos:R:3:forces:R:3:nbo_charge:R:1
F -0.456 2.098 -0.377 -0.3 0.5 0.3 -0.367
C 0.354 1.322 0.437 0.4 -0.3 -0.2 0.043
C 0.391 -0.065 -0.223 -0.7 0.4 -1.1 -0.387
S 2.004 -0.878 -0.173 0.3 0.0 0.3 -0.027
C -0.675 -1.004 0.398 0.6 2.2 0.9 -0.535
S -2.340 -0.624 -0.150 -0.8 0.2 0.1 -0.015
H -0.051 1.299 1.483 0.4 0.1 -0.9 0.172
H 1.353 1.774 0.382 -0.3 0.0 0.4 0.171
H 0.193 0.145 -1.333 0.0 -0.5 1.6 0.240
H 2.661 0.121 -0.789 0.0 -0.1 0.1 0.125
H -0.486 -1.983 0.140 0.5 -2.2 -0.4 0.224
H -0.595 -0.908 1.526 -0.4 -0.2 -1.3 0.230
H -2.354 -1.297 -1.322 0.3 0.1 0.3 0.126
```
Positions in Å, forces in eV/Å.

(2)
The following is a DFT calculation (ωB97M-V/def2-TZVPD) of C12H29B3CdNO4P as an isolated structure at a distorted geometry.

Results
* net charge: +2
* HOMO: -0.4849 hartree
* HOMO-LUMO gap: 1.8 eV
* maximum force: 1.3 eV/A

Geometry as XYZ:
```
51
Properties=species:S:1:pos:R:3:forces:R:3:nbo_charge:R:1
C 6.684 -0.072 0.164 0.0 0.2 0.4 -0.613
C 5.617 0.610 1.032 0.5 0.0 -0.4 -0.417
C 4.579 1.427 0.241 0.5 -1.0 0.6 -0.428
C 3.236 0.719 0.226 -0.2 0.5 -0.4 -0.218
N 2.208 1.459 -0.500 0.1 -0.2 0.0 -0.885
B 0.892 0.823 -0.542 0.7 0.4 0.3 1.285
O -0.268 1.525 -0.398 0.0 -0.1 -0.4 -0.866
B -1.333 1.085 -1.165 -0.8 0.5 -0.4 1.178
C -2.717 1.772 -1.261 0.6 0.4 0.2 -0.811
C -3.043 2.786 -0.153 0.4 -0.5 -0.1 -0.381
C -3.579 2.139 1.131 -0.4 0.5 -0.6 -0.436
C -4.489 0.934 0.924 0.0 0.1 1.0 -0.069
O -3.826 -0.303 1.217 0.6 -0.3 -0.5 -0.742
O -1.115 -0.077 -1.940 -0.5 -0.5 0.7 -0.862
B -0.370 -0.962 -1.239 0.6 -0.1 -0.7 0.856
P -0.939 -2.762 -0.820 -0.4 0.2 0.6 1.033
C -2.732 -2.929 -0.896 -0.1 0.2 -0.4 -0.759
C -3.304 -2.385 -2.215 0.3 -0.1 0.3 -0.605
C -0.268 -3.133 0.824 0.3 0.0 -0.2 -0.729
C -0.776 -2.183 1.914 -0.1 0.1 0.1 -0.599
O 0.835 -0.553 -0.729 -0.3 -0.2 0.5 -0.882
H 7.619 -0.101 0.705 0.3 -0.1 0.1 0.248
H 6.417 -1.092 -0.066 -0.1 -0.3 -0.2 0.231
H 6.878 0.451 -0.771 0.0 0.1 -0.2 0.186
H 6.094 1.219 1.788 0.1 0.3 0.1 0.234
H 5.093 -0.169 1.570 -0.3 -0.1 0.2 0.234
H 4.981 1.423 -0.814 -0.4 -0.6 0.2 0.131
H 4.498 2.429 0.680 -0.3 0.1 0.1 0.223
H 2.934 0.637 1.264 -0.2 -0.1 0.2 0.222
H 3.414 -0.286 -0.153 0.0 -0.2 -0.1 0.207
H 2.514 1.672 -1.446 -0.1 0.1 0.0 0.383
H -3.473 1.006 -1.380 -0.2 -0.1 -0.1 0.244
H -2.699 2.306 -2.212 0.0 0.0 -0.3 0.275
H -3.705 3.545 -0.548 -0.4 0.0 0.1 0.223
H -2.123 3.303 0.095 0.1 0.3 0.1 0.212
H -4.156 2.886 1.661 0.0 0.2 0.2 0.239
H -2.741 1.908 1.786 0.1 -0.3 0.2 0.192
H -4.901 0.888 -0.074 0.0 -0.1 -0.3 0.178
H -5.335 1.018 1.599 -0.2 -0.1 0.1 0.188
H -3.065 -0.102 1.780 -0.4 0.0 0.0 0.463
H -3.180 -2.380 -0.060 0.2 0.1 0.3 0.311
H -2.990 -3.970 -0.738 0.0 -0.3 0.0 0.277
H -3.495 -1.327 -2.128 0.0 0.3 0.0 0.226
H -2.605 -2.526 -3.029 0.0 -0.1 -0.3 0.216
H -4.238 -2.878 -2.441 -0.2 -0.2 -0.1 0.251
H 0.807 -3.020 0.744 0.3 0.0 -0.2 0.259
H -0.446 -4.161 1.111 -0.2 -0.3 -0.1 0.278
H -0.094 -2.271 2.750 0.1 0.0 0.3 0.249
H -0.771 -1.140 1.610 0.0 0.2 -0.1 0.196
H -1.767 -2.452 2.254 -0.3 0.0 0.0 0.239
Cd 5.244 3.267 -1.351 0.2 1.2 -0.6 0.935
```
Positions in Å, forces in eV/Å.

(3)
The following is a DFT calculation (ωB97M-V/def2-TZVPD) of C25H23N4O7ReS3 as an isolated structure at a distorted geometry.

Results
* 2S+1: 2
* net charge: +1
* energy above the lowest of the compared OMol25 structures with the same formula, charge and spin: 3.626 eV
* HOMO (alpha / beta): -0.3749 / -0.3757 hartree
* HOMO-LUMO gap (alpha / beta): 5.4 / 3.7 eV
* maximum force: 3.6 eV/A

Geometry as XYZ:
```
63
Properties=species:S:1:pos:R:3:forces:R:3:nbo_charge:R:1
Re -0.244 -0.540 0.918 2.1 0.8 2.4 1.485
C -1.555 4.612 0.633 0.0 0.0 0.2 -0.201
C -1.615 3.942 1.847 -0.1 0.1 -0.2 -0.194
C -0.854 2.808 2.053 0.4 -0.2 -0.2 -0.235
C 0.026 2.374 1.061 -0.6 1.0 -0.2 0.180
C 0.112 3.070 -0.150 -0.2 -0.2 0.4 -0.232
C -0.700 4.166 -0.365 0.1 0.1 -0.1 -0.192
N 0.761 1.198 1.250 -1.8 -1.6 0.0 -0.515
C 2.116 1.204 1.176 1.4 -0.9 0.4 0.150
C 2.984 2.300 1.048 -0.4 -0.2 0.0 -0.238
C 4.344 2.081 1.089 0.0 -0.2 0.0 -0.167
C 4.875 0.805 1.303 0.0 0.0 0.0 -0.225
C 4.047 -0.290 1.444 -0.1 0.0 -0.2 -0.201
C 2.673 -0.098 1.330 0.3 1.3 -0.1 0.151
N 1.685 -1.051 1.425 -2.2 -0.7 -1.2 -0.182
N 1.953 -2.199 1.972 1.2 0.3 0.3 -0.293
C 0.850 -2.799 2.435 -0.9 0.2 -0.2 0.320
C 0.854 -4.066 3.035 0.0 0.2 -0.1 -0.228
C -0.314 -4.543 3.578 0.0 0.3 -0.1 -0.127
C -1.464 -3.748 3.530 0.0 0.3 0.0 -0.257
C -1.419 -2.519 2.908 -0.5 -0.3 0.6 0.079
N -0.299 -2.043 2.353 0.5 -0.1 -0.2 -0.511
H -2.180 5.476 0.469 0.0 0.1 0.0 0.224
H -2.263 4.305 2.631 -0.1 0.0 0.0 0.226
H -0.905 2.264 2.985 0.0 -0.1 0.1 0.224
H 0.760 2.678 -0.918 0.1 0.1 -0.2 0.221
H -0.668 4.671 -1.319 0.0 0.1 -0.1 0.221
H 2.591 3.297 0.927 -0.1 0.1 0.0 0.241
H 5.014 2.917 0.958 0.1 0.1 0.1 0.229
H 5.945 0.685 1.371 0.1 -0.1 0.0 0.229
H 4.433 -1.284 1.602 0.1 -0.1 0.1 0.241
H 1.776 -4.620 3.055 0.1 -0.1 0.0 0.244
H -0.345 -5.514 4.045 0.0 -0.1 0.1 0.236
H -2.386 -4.078 3.976 -0.1 0.0 0.0 0.242
H -2.297 -1.887 2.843 0.1 -0.1 0.0 0.233
O -0.338 -1.458 -2.369 -0.3 -0.5 0.1 -0.929
S -0.864 -0.092 -2.230 -1.1 0.8 -2.0 2.407
O -0.232 0.764 -3.205 -0.2 0.4 -0.1 -0.951
O -0.778 0.482 -0.879 0.6 -0.3 0.7 -0.969
C -2.622 -0.058 -2.449 0.6 0.1 -0.1 -0.244
C -3.183 0.640 -3.504 0.2 -0.1 0.1 -0.182
C -4.539 0.929 -3.477 0.0 -0.1 0.1 -0.179
C -5.319 0.499 -2.413 0.1 0.0 0.0 -0.172
C -4.755 -0.240 -1.384 0.1 -0.1 0.1 -0.157
C -3.392 -0.499 -1.395 0.0 -0.4 0.4 -0.334
S -2.750 -1.307 0.078 -3.1 -0.4 0.7 2.393
O -1.476 -2.021 -0.141 1.2 0.1 0.0 -0.930
O -3.806 -2.169 0.513 0.2 0.2 -0.2 -0.911
O -2.449 -0.219 1.048 0.7 0.3 -0.3 -0.948
H -2.534 0.986 -4.293 0.0 0.1 -0.1 0.250
H -4.980 1.511 -4.270 0.0 0.0 -0.1 0.235
H -6.365 0.762 -2.374 -0.1 -0.1 0.0 0.237
H -5.341 -0.595 -0.551 -0.1 0.0 0.0 0.257
C 3.363 0.013 -3.061 -0.7 0.2 -0.4 -0.757
S 1.778 -0.784 -2.495 3.5 -1.0 0.2 1.569
C 2.356 -2.505 -2.287 -0.8 0.2 -0.4 -0.795
O 1.705 -0.265 -1.133 0.0 0.5 0.0 -0.819
H 4.068 -0.003 -2.240 -0.1 -0.2 0.3 0.259
H 3.112 1.035 -3.317 -0.1 0.1 -0.1 0.261
H 3.727 -0.513 -3.932 0.0 -0.2 -0.2 0.246
H 2.704 -2.881 -3.241 0.0 0.0 -0.2 0.252
H 1.481 -3.053 -1.959 -0.1 -0.1 0.0 0.274
H 3.136 -2.536 -1.535 0.1 0.3 0.1 0.260
```
Positions in Å, forces in eV/Å.

(4)
The following is a DFT calculation (ωB97M-V/def2-TZVPD) of C33H45N2OP3Re as an isolated structure at a distorted geometry.

Results
* 2S+1: 4
* net charge: 0
* HOMO (alpha / beta): -0.1650 / -0.1945 hartree
* HOMO-LUMO gap (alpha / beta): 4.7 / 5.5 eV
* maximum force: 9.0 eV/A

Geometry as XYZ:
```
85
Properties=species:S:1:pos:R:3:forces:R:3:mulliken_charge:R:1
Re -0.199 -0.724 -1.039 0.0 -6.2 -2.5 -0.435
P 2.278 -1.124 -1.517 -1.5 1.4 -0.6 1.193
P -2.689 -0.828 -1.157 -0.2 0.5 0.1 1.047
N -0.165 0.280 -2.483 -1.1 1.7 -3.1 0.618
H 0.993 -1.328 -0.141 -0.2 -2.3 1.8 0.250
C 2.708 -2.577 -2.486 0.6 -0.4 -0.1 -0.853
H 3.795 -2.726 -2.472 -0.1 -0.1 -0.1 0.443
H 2.384 -2.425 -3.522 0.0 0.0 0.2 0.332
H 2.218 -3.470 -2.092 0.1 0.2 -0.1 -0.051
C 3.347 -1.116 -0.044 0.4 -0.3 -0.1 -1.128
H 4.392 -1.173 -0.382 -0.2 0.0 0.3 0.602
H 3.113 -1.983 0.586 0.2 0.2 -0.1 0.289
H 3.201 -0.198 0.543 -0.1 -0.2 -0.3 0.132
C 2.943 0.259 -2.467 0.9 0.1 -0.4 -1.418
H 4.033 0.131 -2.528 -0.1 0.3 -0.2 0.550
H 2.718 1.214 -1.980 -0.1 -0.3 0.0 0.144
H 2.517 0.264 -3.477 0.0 0.0 0.2 0.351
C -3.554 -2.126 -2.138 0.5 0.0 -0.1 -1.337
H -4.644 -1.967 -2.186 0.4 0.1 0.1 0.430
H -3.324 -3.109 -1.705 -0.1 0.4 -0.2 0.335
H -3.122 -2.087 -3.153 -0.2 -0.1 0.3 0.303
C -3.594 -0.892 0.450 -0.1 -0.1 0.0 -0.796
H -4.685 -0.891 0.268 0.4 0.0 0.1 0.511
H -3.325 -0.018 1.062 -0.1 -0.3 -0.3 -0.102
H -3.314 -1.807 0.996 -0.1 0.3 -0.2 0.164
C -3.339 0.716 -1.908 -0.1 0.0 0.1 -1.376
H -4.425 0.805 -1.770 0.2 0.0 -0.1 0.517
H -3.105 0.724 -2.979 0.0 0.0 0.2 0.317
H -2.845 1.578 -1.445 -0.1 -0.2 -0.1 0.223
C -0.287 0.939 -3.640 0.8 -0.4 0.3 -0.319
C -0.224 1.018 -6.096 -0.1 -0.1 1.5 -0.634
C -0.254 0.259 -4.891 0.0 1.2 -1.3 -0.158
C -0.307 2.350 -3.581 0.2 1.0 -1.6 0.164
C -0.267 3.116 -4.770 -0.1 -1.8 0.8 -0.702
C -0.234 2.422 -6.002 0.0 0.8 -0.8 -0.370
H -0.186 0.512 -7.078 0.0 0.4 0.7 0.346
H -0.184 -0.823 -4.913 -0.1 0.0 0.1 0.420
H -0.273 2.797 -2.592 -0.1 0.1 -0.1 0.173
H -0.260 4.204 -4.706 0.0 -0.3 -0.2 0.382
H -0.203 3.033 -6.924 0.0 -0.5 0.5 0.294
C -0.753 -3.992 -0.175 1.4 2.9 -0.3 0.340
O -0.989 -3.131 -1.133 0.3 -0.4 1.1 -0.524
C 0.377 -4.951 -0.377 -0.1 -0.8 -0.1 -1.129
H 0.912 -5.302 0.531 -0.5 0.2 -0.4 0.292
H 1.138 -4.625 -1.116 -0.7 -0.1 0.4 0.013
H -0.217 -5.771 -0.805 1.0 -0.6 -0.1 0.354
C -1.239 -3.653 1.211 -0.6 -0.4 -0.3 -0.324
H -2.301 -3.920 1.115 -0.1 0.2 0.9 0.342
H -1.177 -2.578 1.515 0.2 -0.4 -0.7 -0.335
H -0.755 -4.242 2.001 -0.3 -0.1 -0.2 0.383
N 0.034 0.310 0.364 0.0 5.2 7.4 -0.168
P 0.216 0.952 1.873 -0.6 -2.4 -4.3 1.765
C 1.686 1.918 1.651 0.9 0.5 0.7 0.355
C 2.702 1.888 2.627 -0.6 0.3 -0.4 -0.385
C 3.840 2.663 2.447 0.3 0.2 -0.1 -0.684
C 3.984 3.441 1.288 -0.1 -0.1 0.1 -0.607
C 2.990 3.433 0.294 0.3 0.1 0.3 -0.969
C 1.846 2.665 0.470 -0.1 0.1 0.2 -0.300
C -1.232 1.934 2.200 -0.6 0.4 0.5 0.467
C -2.340 1.366 2.867 0.0 0.7 0.1 -0.753
C -3.479 2.147 3.105 0.6 0.2 -0.4 -0.585
C -3.517 3.472 2.634 0.3 -0.2 -0.1 -0.585
C -2.439 4.017 1.912 0.0 -0.9 0.2 -0.729
C -1.301 3.236 1.674 -0.5 -0.1 0.6 -0.658
C 0.448 -0.240 3.200 0.2 -0.1 1.5 0.031
C 1.138 -1.451 2.971 -0.3 0.6 -0.4 0.103
C 1.374 -2.339 4.015 0.1 0.0 0.0 -0.679
C 0.932 -2.030 5.300 0.1 -0.4 0.5 -0.539
C 0.263 -0.834 5.559 -0.3 0.4 0.3 -0.721
C 0.023 0.065 4.524 0.3 -0.1 -0.8 -0.428
H 2.554 1.284 3.525 0.2 0.2 -0.2 0.403
H 4.608 2.672 3.232 -0.3 0.0 -0.5 0.400
H 4.873 4.068 1.169 -0.4 -0.3 0.0 0.383
H 3.096 4.054 -0.600 0.0 -0.3 0.3 0.451
H 1.056 2.666 -0.287 0.3 -0.2 0.2 0.368
H -2.296 0.333 3.224 0.0 0.4 -0.1 0.484
H -4.311 1.725 3.666 0.1 0.2 -0.2 0.418
H -4.395 4.082 2.835 0.2 -0.1 -0.1 0.388
H -2.472 5.038 1.552 -0.1 -0.1 0.0 0.453
H -0.459 3.634 1.114 -0.2 0.0 0.2 0.271
H 1.475 -1.680 1.956 -0.2 0.1 0.4 0.119
H 1.918 -3.271 3.813 -0.3 0.4 0.2 0.436
H 1.121 -2.731 6.132 -0.1 0.4 -0.6 0.356
H -0.079 -0.571 6.579 0.3 -0.3 -0.7 0.387
H -0.486 1.019 4.709 0.2 -0.5 0.0 0.487
```
Positions in Å, forces in eV/Å.

(5)
The following is a DFT calculation (ωB97M-V/def2-TZVPD) of one molecule with the formula C6H10O at a distorted geometry.

Results
* structure (SMILES): CC(C)=C/C=C/O
* net charge: 0
* energy above the lowest of the compared OMol25 structures with the same formula, charge and spin: 2.240 eV
* HOMO: -0.2867 hartree
* HOMO-LUMO gap: 8.6 eV
* maximum force: 4.2 eV/A

Geometry as XYZ:
```
17
Properties=species:S:1:pos:R:3:forces:R:3:nbo_charge:R:1
C 0.173 -0.776 2.511 2.1 1.1 3.5 -0.635
C 0.541 0.204 1.502 -1.6 0.8 -3.6 -0.007
C 0.116 1.642 1.714 0.9 1.3 1.1 -0.676
C 0.553 -0.345 0.236 1.0 -0.1 1.2 -0.183
C 0.063 0.115 -1.073 1.4 -0.7 1.9 -0.331
C -0.297 -0.731 -2.020 0.7 -0.7 1.1 0.161
O -0.823 -0.311 -3.179 -1.3 0.1 -0.9 -0.684
H -0.526 -0.244 3.131 -1.1 -0.2 0.1 0.223
H 0.928 -0.957 3.318 0.0 -0.4 -0.8 0.208
H -0.200 -1.635 2.067 -0.7 -1.7 -0.2 0.216
H -0.928 1.921 1.545 0.0 -0.5 -0.3 0.218
H 0.346 2.131 2.695 -0.3 -1.3 0.0 0.218
H 0.740 2.320 1.159 0.1 0.2 -1.1 0.220
H 1.005 -1.355 0.279 -1.0 0.1 -0.4 0.188
H 0.024 1.150 -1.199 -0.4 1.6 -0.5 0.205
H -0.164 -1.812 -1.843 -0.2 0.5 -0.6 0.172
H -1.533 0.307 -2.936 0.4 -0.1 -0.5 0.485
```
Positions in Å, forces in eV/Å.

(6)
The following is a DFT calculation (ωB97M-V/def2-TZVPD) of one molecule with the formula Cl2 at a distorted geometry.

Results
* structure (SMILES): ClCl
* net charge: 0
* energy above the lowest of the compared OMol25 structures with the same formula, charge and spin: 0.051 eV
* HOMO: -0.4108 hartree
* HOMO-LUMO gap: 9.6 eV
* maximum force: 1.3 eV/A

Geometry as XYZ:
```
2
Properties=species:S:1:pos:R:3:forces:R:3:nbo_charge:R:1
Cl 0.230 -0.020 1.004 -0.3 0.0 -1.3 0.000
Cl -0.230 0.020 -1.004 0.3 0.0 1.3 0.000
```
Positions in Å, forces in eV/Å.